(1)
Entry from OMol25: C39H59Cl3IrNP3S2Si2 as an isolated structure (the ωB97M-V functional and the def2-TZVPD basis).

The geometry in ORCA input format:
```
! RIJCOSX wB97M-V def2-TZVPD def2/J DEFGRID3
* xyz 1 1
Ir 0.4140 -0.3484 1.8021
C 2.3806 2.1746 3.8520
C 0.9763 2.7385 3.5764
C 0.1282 2.5234 4.8293
P 0.3958 2.0281 1.9629
C 1.0939 3.1777 0.7148
C 0.6206 4.6223 0.8554
C 2.6183 3.0909 0.6263
C -1.4043 2.2322 1.7478
C -2.0921 3.2484 2.4120
C -3.4734 3.2490 2.4592
C -4.1694 2.2066 1.8646
C -3.4891 1.2318 1.1523
C -2.0921 1.2384 1.0293
Si -1.0915 -0.0416 -0.0578
C -1.5177 0.5205 -1.8726
C -2.9035 0.7015 -1.9539
C -3.5867 1.0261 -3.1137
C -2.8694 1.2076 -4.2733
C -1.4927 1.0571 -4.2307
C -0.7786 0.7239 -3.0725
P 1.0788 0.6432 -3.2479
C 1.4988 2.4281 -2.9089
C 0.6157 3.4880 -3.5611
C 2.9752 2.7391 -3.1602
C 1.3675 0.4149 -5.0784
C 0.7228 -0.8967 -5.5525
C 2.8638 0.3557 -5.3945
C -1.5282 -1.8270 0.3137
C -2.6717 -2.3747 0.9195
C -2.6945 -3.7058 1.2824
C -1.5418 -4.4914 1.1852
C -0.3987 -3.9793 0.6044
C -0.3900 -2.6614 0.1247
P 0.6884 -1.8272 -1.0942
C 0.3927 -2.8513 -2.6171
C 0.6603 -4.3607 -2.4957
C -1.0328 -2.6174 -3.1336
C 2.5148 -1.8266 -0.8340
C 3.2599 -3.1527 -0.6552
C 2.8953 -0.7819 0.2280
H 2.7450 2.5660 4.8032
H 3.1075 2.4324 3.0855
H 2.3443 1.0915 3.9316
H 1.0552 3.8091 3.3780
H 0.2874 1.5252 5.2286
H -0.9399 2.6496 4.6728
H 0.4513 3.2485 5.5797
H 0.6683 2.7896 -0.2062
H 0.9916 5.0970 1.7649
H -0.4645 4.7042 0.8320
H 1.0118 5.1939 0.0113
H 3.0900 3.5742 1.4813
H 2.9645 3.6125 -0.2622
H 2.9692 2.0575 0.5737
H -1.5461 4.0333 2.9218
H -3.9986 4.0351 2.9852
H -5.2472 2.1547 1.9511
H -4.0749 0.4352 0.7172
H -3.5064 0.5542 -1.0809
H -4.6643 1.1320 -3.0986
H -3.3615 1.4737 -5.2002
H -0.9614 1.2326 -5.1472
H 1.3311 2.4510 -1.8382
H 0.6494 3.4180 -4.6506
H 0.9771 4.4850 -3.2925
H -0.4244 3.4138 -3.2445
H 3.1524 2.9523 -4.2121
H 3.6347 1.9257 -2.8500
H 3.2653 3.6357 -2.6119
H 0.9370 1.2629 -5.6126
H 1.3624 -1.7409 -5.2802
H 0.6286 -0.8983 -6.6402
H -0.2658 -1.0753 -5.1325
H 3.3774 -0.3535 -4.7394
H 3.3607 1.3148 -5.3059
H 2.9985 0.0118 -6.4225
H -3.5657 -1.7762 1.0489
H -3.6172 -4.1511 1.6381
H -1.5468 -5.5070 1.5590
H 0.4879 -4.5946 0.5344
H 1.0898 -2.4198 -3.3457
H -0.2755 -4.8999 -2.3430
H 1.3334 -4.6274 -1.6835
H 1.1066 -4.7303 -3.4201
H -1.7697 -2.9098 -2.3813
H -1.2098 -3.2277 -4.0217
H -1.2120 -1.5745 -3.3897
H 2.8032 -1.4069 -1.8009
H 2.8785 -3.7289 0.1886
H 4.3155 -2.9487 -0.4566
H 3.2147 -3.7612 -1.5561
H 3.1949 -1.2617 1.1589
H 2.0646 -0.0914 0.4487
H 3.7335 -0.1733 -0.1152
Cl 2.5739 -1.4186 4.5531
Si 1.4123 -2.1668 3.0229
Cl 2.6118 -3.6394 2.1903
Cl 0.0692 -3.4555 3.9907
S -1.5186 -0.1427 3.6364
C -1.9395 -1.2986 4.8018
N -2.6992 -2.3451 4.5877
C -3.0525 -3.1888 5.7246
C -2.0818 -2.8202 6.8515
S -1.5040 -1.1353 6.4676
H -2.9285 -2.5989 3.6323
H -2.9547 -4.2373 5.4484
H -4.0875 -2.9976 6.0119
H -1.2107 -3.4715 6.8700
H -2.5647 -2.8218 7.8243
*
```

Values from the calculation:
- Lowest unoccupied orbital energy (alpha / beta): -4.16 / -3.78 eV
- Gap between HOMO and LUMO (alpha / beta): 0.207 / 0.221 Eh

Atomic partial charges in e from the Löwdin method, atoms 1 to 5: 0.421, -0.116, -0.491, -0.123, 0.944

***

(2)
Entry from OMol25: C39H59N5O5S4SiV as an isolated structure (the ωB97M-V functional and the def2-TZVPD basis).

The geometry in ORCA input format:
```
! RIJCOSX wB97M-V def2-TZVPD def2/J DEFGRID3
* xyz 2 2
V -0.2163 -0.8422 0.0736
C -3.3766 -3.7475 1.2160
C -3.4060 -3.7621 2.7410
S -1.8283 -3.2348 3.4370
C -2.3824 -2.6179 5.0456
C -1.2037 -2.0566 5.8347
S -0.0943 -0.9220 4.9645
C -0.9437 0.6653 5.0281
C -2.2290 0.8381 4.2248
S -2.1227 0.3891 2.4635
C -3.7520 -0.3761 2.2938
C -3.9863 -0.9968 0.9232
S -2.8100 -2.2506 0.3586
H -4.3757 -3.9596 0.8316
H -2.7271 -4.5372 0.8334
H -3.6468 -4.7783 3.0575
H -4.2031 -3.1170 3.1130
H -2.8368 -3.4252 5.6221
H -3.1452 -1.8547 4.8881
H -0.5516 -2.8748 6.1453
H -1.5615 -1.5803 6.7492
H -0.1908 1.3883 4.7063
H -1.1662 0.9037 6.0705
H -2.5496 1.8779 4.2976
H -3.0210 0.2289 4.6580
H -4.5219 0.3799 2.4615
H -3.8508 -1.1301 3.0712
H -3.9843 -0.2262 0.1526
H -4.9763 -1.4567 0.9017
C 3.7295 5.0661 -2.8623
O 3.3921 3.7637 -2.3861
C 3.6794 3.4848 -1.0873
C 4.1636 4.3974 -0.1598
C 4.4205 3.9875 1.1431
C 4.2149 2.6727 1.5293
C 3.7509 1.7573 0.5976
C 3.4670 2.1622 -0.6935
N 3.0100 1.2339 -1.6673
C 2.0780 0.2840 -1.4724
N 2.1994 -0.8290 -2.2055
C 1.4644 -2.0266 -2.1025
C 0.4586 -2.2616 -1.1815
C -0.0592 -3.5598 -1.0846
C 0.3834 -4.5669 -1.9174
C 1.3670 -4.3150 -2.8720
C 1.9162 -3.0515 -2.9593
O 2.9178 -2.6899 -3.8000
C 3.5034 -3.7057 -4.6185
N 1.0857 0.4377 -0.6094
C 0.7210 1.7679 -0.2306
C 0.6844 2.1213 1.1067
C 0.3516 3.4159 1.4873
C 0.0784 4.3557 0.5105
C 0.0851 4.0088 -0.8387
C 0.3726 2.7059 -1.2175
O 0.3300 2.2433 -2.4926
C 0.1538 3.2023 -3.5299
H 3.4930 5.0695 -3.9220
H 4.7929 5.2661 -2.7268
H 3.1424 5.8323 -2.3529
H 4.3422 5.4248 -0.4412
H 4.7984 4.7082 1.8557
H 4.4313 2.3555 2.5403
H 3.6014 0.7185 0.8686
H 3.4520 1.2737 -2.5742
H 3.0502 -0.9313 -2.7426
H -0.7991 -3.7931 -0.3312
H -0.0244 -5.5652 -1.8273
H 1.7118 -5.1114 -3.5150
H 4.3023 -3.2217 -5.1697
H 2.7680 -4.1067 -5.3162
H 3.9133 -4.5066 -4.0025
H 0.9668 1.3814 1.8467
H 0.3432 3.6903 2.5334
H -0.1480 5.3765 0.7899
H -0.1454 4.7594 -1.5809
H 0.1852 2.6470 -4.4631
H 0.9590 3.9375 -3.5135
H -0.8097 3.7092 -3.4383
C 3.2700 -2.4793 0.7298
Si 2.1080 -2.0638 2.1199
C 1.6676 -3.6085 3.0259
C 2.8443 -0.7240 3.1862
O 0.6839 -1.4066 1.3829
H 4.1966 -2.8506 1.1792
H 3.5359 -1.6144 0.1170
H 2.8783 -3.2637 0.0790
H 2.6036 -4.0969 3.3157
H 1.1119 -4.3039 2.3944
H 1.0864 -3.4324 3.9276
H 2.9154 -1.0574 4.2228
H 2.2558 0.1948 3.1883
H 3.8534 -0.4808 2.8454
C -2.0626 -1.5215 -3.2367
N -2.5343 -0.1610 -3.0080
C -3.2687 0.4168 -4.1406
C -3.4313 1.9100 -3.9880
C -3.9162 2.1955 -2.5843
N -2.9657 1.6414 -1.6163
C -2.8058 2.3869 -0.3733
C -2.3520 0.4818 -1.8549
O -1.5996 -0.0312 -0.9432
H -1.1551 -1.5182 -3.8432
H -2.8445 -2.0621 -3.7702
H -1.8732 -2.0288 -2.3005
H -4.2425 -0.0751 -4.2106
H -2.7112 0.1689 -5.0445
H -4.1453 2.2792 -4.7226
H -2.4801 2.4183 -4.1586
H -4.9092 1.7675 -2.4159
H -3.9825 3.2647 -2.3931
H -2.5380 3.4178 -0.6063
H -2.0324 1.9513 0.2478
H -3.7473 2.3843 0.1816
*
```

Values from the calculation:
- Lowest unoccupied orbital energy (alpha / beta): -5.58 / -5.04 eV
- Energy above the lowest of the compared OMol25 structures with the same formula, charge and spin: 0.0000 eV
- Expectation value of S²: 0.761
- Gap between HOMO and LUMO (alpha / beta): 0.254 / 0.273 Eh

Atomic partial charges in e from the Löwdin method, atoms 1 to 5: 0.931, -0.485, -0.515, 0.874, -0.511

***

(3)
Entry from OMol25: a 16-piece molecular cluster, C39H60FN16O2S overall (the ωB97M-V functional and the def2-TZVPD basis).

The geometry in ORCA input format:
```
! RIJCOSX wB97M-V def2-TZVPD def2/J DEFGRID3
* xyz -1 1
C -3.3069 3.1832 1.0852
C -3.0057 2.4021 0.0340
C -1.6529 1.7600 -0.1452
C -1.0016 2.2668 -1.4564
O -1.5956 3.2294 -1.9879
O 0.0496 1.7265 -1.8534
N -1.7252 0.2838 -0.0055
C -2.3446 -0.0321 1.2808
C -2.0255 -1.4524 1.7474
F -3.2216 -2.1337 2.0758
C -2.4718 -0.3187 -1.1196
S -1.7074 -1.8274 -1.8169
C -0.0405 -1.3921 -2.3278
C 1.0139 -1.3079 -1.2171
H -2.5279 3.6989 1.6408
H -4.3186 3.3141 1.4576
H -3.7514 2.2464 -0.7419
H -1.0197 2.1183 0.6720
H -3.4402 0.0389 1.2548
H -2.0191 0.6924 2.0263
H -1.4351 -1.4295 2.6629
H -1.5436 -2.0299 0.9638
H -3.4194 -0.7056 -0.7559
H -2.6978 0.4146 -1.8902
H 0.2543 -2.2164 -2.9828
H -0.0397 -0.4971 -2.9443
H 1.6901 -2.1571 -1.3082
H 1.6180 -0.4142 -1.3339
H 0.5758 -1.3305 -0.2246
C 1.4155 3.7336 -3.5078
C 2.8009 4.1100 -3.3209
N 3.9003 4.4092 -3.1570
H 0.7605 4.6008 -3.4315
H 1.2628 3.2748 -4.4838
H 1.0938 3.0149 -2.7395
C 3.6135 -3.9366 -4.5867
C 2.4058 -4.0391 -3.7851
N 1.4654 -4.0757 -3.1309
H 3.6158 -3.0069 -5.1532
H 4.4924 -3.9479 -3.9442
H 3.6827 -4.7677 -5.2869
C 2.8567 5.1734 0.2937
C 1.9981 4.7324 1.3813
N 1.3192 4.4060 2.2455
H 2.7256 4.5675 -0.5999
H 2.6450 6.2083 0.0282
H 3.9053 5.1116 0.5832
C 4.3051 -3.2700 1.6352
C 4.1744 -2.6958 0.3052
N 4.0781 -2.2475 -0.7465
H 5.0643 -4.0455 1.6333
H 4.5986 -2.5133 2.3595
H 3.3703 -3.7130 1.9700
C -7.0068 0.8114 0.7112
C -6.2909 0.1009 -0.3317
N -5.7224 -0.4620 -1.1537
H -8.0795 0.6771 0.5906
H -6.7230 0.4464 1.6984
H -6.7996 1.8799 0.6775
C -7.9898 0.6304 4.6447
C -6.5795 0.9592 4.7346
N -5.4652 1.2166 4.8248
H -8.6098 1.5057 4.8324
H -8.2460 0.2529 3.6551
H -8.2576 -0.1298 5.3745
C 7.6014 -5.3312 4.2727
C 6.1800 -5.0442 4.1905
N 5.0623 -4.8191 4.0693
H 7.8076 -6.0924 5.0228
H 7.9579 -5.6931 3.3135
H 8.1591 -4.4317 4.5298
C 8.2020 -5.9056 -0.0058
C 7.5942 -6.8225 0.9448
N 7.1080 -7.5011 1.7322
H 7.9461 -6.1787 -1.0281
H 7.8581 -4.8864 0.1755
H 9.2863 -5.9144 0.0907
C 6.8255 -0.1075 0.8032
C 7.3887 -1.4309 1.0164
N 7.8480 -2.4682 1.1932
H 7.4252 0.4486 0.0853
H 5.8080 -0.1897 0.4240
H 6.8055 0.4566 1.7343
C 3.8769 5.3132 -6.8235
C 3.7490 4.6274 -8.0980
N 3.6667 4.0741 -9.0993
H 3.2609 6.2107 -6.8039
H 3.5730 4.6788 -5.9925
H 4.9084 5.6132 -6.6485
C -5.4875 -1.5341 7.7597
C -6.8837 -1.1698 7.5996
N -7.9856 -0.8767 7.4659
H -5.3511 -2.1171 8.6702
H -5.1478 -2.1304 6.9146
H -4.8635 -0.6441 7.8173
C -9.0023 -1.5378 -2.6616
C -9.2738 -0.2910 -1.9663
N -9.4504 0.7123 -1.4401
H -9.8912 -1.8865 -3.1845
H -8.2019 -1.3960 -3.3855
H -8.6880 -2.3049 -1.9564
C -9.1364 -3.0195 10.2420
C -7.7482 -3.3693 10.4954
N -6.6511 -3.6412 10.6910
H -9.7539 -3.2171 11.1166
H -9.2299 -1.9664 9.9826
H -9.5349 -3.5995 9.4117
C 6.6562 5.5511 -0.9131
C 7.0250 4.4146 -0.0848
N 7.3186 3.5200 0.5702
H 7.4127 5.7319 -1.6744
H 5.7076 5.3610 -1.4183
H 6.5604 6.4524 -0.3093
C 1.3118 2.8326 -11.1561
C -0.1147 2.9609 -10.9048
N -1.2392 3.0657 -10.7059
H 1.5450 3.1499 -12.1716
H 1.8972 3.4418 -10.4678
H 1.6323 1.7983 -11.0441
*
```

Values from the calculation:
- Lowest unoccupied orbital energy: 1.86 eV
- Energy above the lowest of the compared OMol25 structures with the same formula, charge and spin: 0.0000 eV
- Gap between HOMO and LUMO: 0.252 Eh

Atomic partial charges in e from the Löwdin method, atoms 1 to 5: -0.001, -0.152, -0.255, -0.671, -0.036

***

(4)
Entry from OMol25: C39H61BBaF4N9O3 as an isolated structure (the ωB97M-V functional and the def2-TZVPD basis).

The geometry in ORCA input format:
```
! RIJCOSX wB97M-V def2-TZVPD def2/J DEFGRID3
* xyz -1 1
Ba -0.3640 -0.7480 -1.8646
C 1.0050 -5.6806 0.0520
C 0.8963 -4.1690 -0.1945
N 1.2922 -3.7093 -1.5164
C 2.7101 -3.9115 -1.7860
C 3.2678 -2.8643 -2.7399
C 0.4954 -4.2655 -2.6036
C -1.0200 -4.2497 -2.4233
N -1.5616 -2.9497 -2.0930
C -2.8713 -2.8312 -2.0467
C -3.4288 -1.5670 -1.6933
F -2.5468 -0.5459 -1.4195
C -4.7669 -1.3142 -1.5616
F -5.1653 -0.0816 -1.1660
C -5.7195 -2.2936 -1.8020
C -5.2298 -3.5395 -2.1653
F -6.1300 -4.5210 -2.4246
C -3.8871 -3.8212 -2.2780
F -3.5725 -5.1086 -2.6192
H 0.6571 -5.9148 1.0565
H 2.0344 -6.0216 -0.0487
H 0.3921 -6.2334 -0.6557
H 1.5200 -3.6443 0.5337
H -0.1337 -3.8502 -0.0360
H 2.8963 -4.9153 -2.2103
H 3.2604 -3.8464 -0.8434
H 2.7623 -2.9145 -3.6966
H 4.3323 -3.0267 -2.8985
H 3.1133 -1.8719 -2.3246
H 0.7738 -5.3193 -2.7996
H 0.7292 -3.6913 -3.4993
H -1.3182 -4.9738 -1.6527
H -1.4231 -4.5977 -3.3833
H -6.7738 -2.1103 -1.7154
C 5.5767 -1.4778 1.2236
C 4.0719 -1.7120 1.3072
C 3.7120 -2.6980 2.4218
C 3.3164 -0.4384 1.4929
C 3.1927 0.3957 2.6090
C 2.2393 1.3328 2.2517
C 1.6575 2.3709 3.1651
C 1.0273 1.6311 4.3504
C 2.6988 3.3759 3.6754
N 1.8519 1.0630 0.9757
N 2.5200 -0.0161 0.5340
B 0.6032 1.2979 0.0882
N 0.3381 2.6014 -0.6859
N -0.5199 2.3952 -1.6953
C -0.6154 3.5151 -2.3966
C 0.2156 4.4857 -1.8240
C 0.8160 3.8612 -0.7416
C 1.8535 4.4028 0.1880
C 1.3326 5.6492 0.9093
C 3.1344 4.7153 -0.5934
C -1.4525 3.6112 -3.6375
C -0.9244 2.6280 -4.6833
C -2.9283 3.3313 -3.3433
N -0.6303 0.8613 0.8997
N -0.7774 -0.4604 1.0473
C -1.7663 -0.6673 1.9080
C -2.2953 0.5639 2.3125
C -1.5401 1.5156 1.6472
C -1.7054 3.0031 1.6540
C -2.8427 3.3978 0.7058
C -1.9736 3.5323 3.0649
C -2.1086 -2.0471 2.3854
C -2.4397 -2.0134 3.8781
C -3.2699 -2.6688 1.6092
H 6.0961 -2.4251 1.0918
H 5.9467 -1.0027 2.1287
H 5.8016 -0.8294 0.3803
H 3.7351 -2.1199 0.3508
H 4.1077 -2.3558 3.3767
H 4.1215 -3.6876 2.2148
H 2.6291 -2.7816 2.5115
H 3.7123 0.3202 3.5444
H 0.8769 2.9183 2.6336
H 1.7934 1.0955 4.9071
H 0.3012 0.9075 3.9859
H 0.5301 2.3175 5.0350
H 3.4877 2.8691 4.2264
H 2.2245 4.0961 4.3428
H 3.1575 3.9229 2.8555
H 0.7670 0.4938 -0.7885
H 0.3620 5.4897 -2.1705
H 2.0846 3.6191 0.9119
H 1.0911 6.4244 0.1846
H 2.0809 6.0336 1.6005
H 0.4331 5.4249 1.4796
H 2.9530 5.4571 -1.3697
H 3.5050 3.8089 -1.0675
H 3.9078 5.0994 0.0698
H -1.3518 4.6283 -4.0365
H -1.0835 1.6131 -4.3300
H 0.1414 2.7822 -4.8504
H -1.4499 2.7645 -5.6273
H -3.0311 2.3671 -2.8541
H -3.4997 3.3058 -4.2694
H -3.3504 4.0984 -2.6960
H -3.1006 0.7520 2.9941
H -0.7850 3.4566 1.2778
H -3.7779 2.9484 1.0320
H -2.6262 3.0445 -0.2987
H -2.9618 4.4813 0.6819
H -2.9605 3.2278 3.4057
H -1.9336 4.6209 3.0706
H -1.2351 3.1557 3.7683
H -1.2207 -2.6707 2.2271
H -3.3555 -1.4489 4.0440
H -1.6317 -1.5425 4.4361
H -2.5926 -3.0203 4.2645
H -4.1559 -2.0402 1.6576
H -3.5163 -3.6412 2.0316
H -3.0020 -2.8040 0.5667
O -1.4160 -0.6772 -3.9606
N -0.4608 -1.3629 -4.2850
O -0.5820 -2.2824 -5.0508
O 0.6399 -1.0876 -3.8189
*
```

Values from the calculation:
- Lowest unoccupied orbital energy: 2.33 eV
- Gap between HOMO and LUMO: 0.248 Eh

Atomic partial charges in e from the Löwdin method, atoms 1 to 5: 2.196, -0.073, -0.242, -0.185, -0.266

***

no.,calculated total energy (eV)
1,-148587.9746
2,-135986.8697
3,-82902.0657
4,-73228.1870